Run P
C3H8N3 | the ωB97M-V functional and the def2-TZVPD basis

```
14
C3H8N3, DFT the ωB97M-V functional and the def2-TZVPD basis
C -1.128 -0.439 1.383
N -0.333 0.693 0.793
C 0.383 0.161 -0.363
N 1.743 -0.154 -0.328
C 1.127 0.475 -1.520
N 0.049 -0.539 -1.670
H -1.457 -1.122 0.630
H -0.459 -1.004 1.952
H -2.098 -0.124 1.675
H 0.374 1.035 1.441
H -1.020 1.405 0.623
H 1.994 -1.208 -0.276
H 1.589 1.215 -2.094
H -0.763 -0.396 -2.246
```

Calculated values
- Molar mass: 86.12 g mol⁻¹
- Orbital gap: 10.0 eV
- SMILES: C[NH2+][C@]12N[C@H]1N2
- Net charge: +1

Atom charges from the natural (NBO) analysis, given in e for atoms 1 to 2: -0.43, -0.49


Run Q
C3H8N3 | the ωB97M-V functional and the def2-TZVPD basis

```
14
C3H8N3, DFT the ωB97M-V functional and the def2-TZVPD basis
C 0.580 -1.398 0.330
C -0.111 -0.078 0.144
N -0.165 0.848 1.319
C 0.075 0.590 -1.595
N -1.422 0.198 -1.572
N -1.539 -0.220 -0.410
H 1.556 -1.168 0.732
H 0.576 -1.729 -0.667
H 0.050 -1.961 1.099
H 0.011 0.266 2.259
H -1.087 1.422 1.294
H 0.618 1.517 1.187
H 0.265 1.722 -1.821
H 0.593 -0.010 -2.299
```

Calculated values
- Molar mass: 86.12 g mol⁻¹
- Orbital gap: 9.9 eV
- SMILES: C[C@@]1([NH3+])CN=N1
- Net charge: +1

Atom charges from the natural (NBO) analysis, given in e for atoms 1 to 2: -0.65, 0.23


run Q comes first in stability; the runner-up is 87.2 kJ/mol higher.


Run P
C3H8N3 | the ωB97M-V functional and the def2-TZVPD basis

```
14
C3H8N3, DFT the ωB97M-V functional and the def2-TZVPD basis
C 0.083 -1.822 -0.788
N 0.347 -0.529 -0.246
N 1.511 -0.092 -0.090
N 1.511 1.066 0.450
C 0.157 1.506 0.862
C -0.694 0.433 0.103
H -0.499 -1.545 -1.675
H -0.486 -2.559 -0.024
H 0.983 -2.255 -1.320
H 2.315 1.640 0.482
H -0.013 2.473 0.434
H 0.123 1.386 1.854
H -1.415 0.083 0.684
H -1.192 0.791 -0.956
```

Calculated values
- Molar mass: 86.12 g mol⁻¹
- Orbital gap: 10.7 eV
- SMILES: C[N+]1=NNCC1
- Net charge: +1

Atom charges from the natural (NBO) analysis, given in e for atoms 1 to 2: -0.45, -0.10


Run Q
C3H8N3 | the ωB97M-V functional and the def2-TZVPD basis

```
14
C3H8N3, DFT the ωB97M-V functional and the def2-TZVPD basis
C -2.095 0.807 0.067
C -2.442 -0.605 0.458
C 1.463 0.304 -0.009
N 2.624 0.104 0.097
N 3.861 -0.104 0.091
N -1.251 -0.327 -0.457
H -2.605 1.357 -0.587
H -1.550 1.455 0.713
H -2.125 -1.070 1.393
H -3.130 -1.173 -0.124
H -1.286 -0.408 -1.485
H -0.215 -0.424 -0.200
H 4.492 -0.076 0.889
H 4.258 0.159 -0.847
```

Calculated values
- Molar mass: 86.12 g mol⁻¹
- Orbital gap: 10.7 eV
- Net charge: +1

Atom charges from the natural (NBO) analysis, given in e for atoms 1 to 2: -0.20, -0.19


Run R
C3H8N3 | the ωB97M-V functional and the def2-TZVPD basis

```
14
C3H8N3, DFT the ωB97M-V functional and the def2-TZVPD basis
C -1.021 1.328 0.333
C -1.483 -0.761 -0.163
C 1.763 0.484 -0.264
N -1.828 0.513 -0.081
N 0.652 0.324 0.557
N -0.001 -0.874 0.407
H -0.988 2.405 0.634
H -2.119 -1.412 0.349
H -1.574 -1.050 -1.264
H 2.646 -0.166 0.082
H 1.496 0.376 -1.338
H 2.017 1.576 -0.138
H -0.150 -1.361 1.276
H 0.588 -1.381 -0.391
```

Calculated values
- Molar mass: 86.12 g mol⁻¹
- Orbital gap: 10.4 eV
- Net charge: +1

Atom charges from the natural (NBO) analysis, given in e for atoms 1 to 2: 0.34, -0.09


Run S
C3H8N3 | the ωB97M-V functional and the def2-TZVPD basis

```
14
C3H8N3, DFT the ωB97M-V functional and the def2-TZVPD basis
N 0.249 1.387 0.666
N 0.824 0.305 -0.045
C -0.056 -0.014 -1.314
C -1.101 -1.017 -0.746
N -0.642 -1.536 0.321
C 0.567 -0.952 0.775
H 0.636 2.347 0.437
H 0.257 1.216 1.633
H -0.887 1.459 0.470
H 0.699 -0.595 -1.920
H -0.241 1.020 -1.724
H -2.131 -1.269 -1.144
H 0.526 -0.534 1.865
H 1.297 -1.818 0.724
```

Calculated values
- Molar mass: 86.12 g mol⁻¹
- Orbital gap: 10.5 eV
- SMILES: [NH3+]N1CC=NC1
- Net charge: +1

Atom charges from the natural (NBO) analysis, given in e for atoms 1 to 2: -0.54, -0.25


run P comes first in stability; the runner-up is 70.2 kJ/mol higher.


Run P
C3H8N3 | the ωB97M-V functional and the def2-TZVPD basis

```
14
C3H8N3, DFT the ωB97M-V functional and the def2-TZVPD basis
C -0.328 1.116 -0.271
N -1.302 0.096 -0.134
C -0.641 -0.778 1.019
N 0.701 -0.802 0.577
N 0.966 -0.862 -0.844
C 1.012 0.394 -0.079
H -0.276 2.091 0.417
H -0.283 1.664 -1.255
H -2.288 0.344 0.092
H -0.611 -0.218 1.979
H -0.978 -1.809 1.215
H 0.236 -0.905 -1.477
H 1.847 -1.352 -1.185
H 1.945 1.022 -0.053
```

Calculated values
- Molar mass: 86.12 g mol⁻¹
- Orbital gap: 11.0 eV
- SMILES: C1NCN2[NH2+][C@@H]12
- Net charge: +1

Atom charges from the natural (NBO) analysis, given in e for atoms 1 to 2: -0.29, -0.66


Run Q
C3H8N3 | the ωB97M-V functional and the def2-TZVPD basis

```
14
C3H8N3, DFT the ωB97M-V functional and the def2-TZVPD basis
C 0.034 -1.862 -1.380
C -0.187 0.006 -0.961
C 0.314 1.482 1.580
N 0.890 -0.854 -1.073
N -1.037 -1.041 -1.274
N -0.018 0.168 1.351
H 0.165 -2.853 -1.543
H -0.175 1.065 -1.291
H -0.366 2.344 1.336
H 0.125 1.617 2.650
H 1.339 1.660 1.172
H 1.832 -0.701 -0.883
H -1.991 -0.972 -1.572
H -0.924 -0.060 1.888
```

Calculated values
- Molar mass: 86.12 g mol⁻¹
- Orbital gap (spin up / spin down): 8.4 / 8.2 eV
- Net charge: +1

Atom charges from the natural (NBO) analysis, given in e for atoms 1 to 2: 0.33, 0.26


Run R
C3H8N3 | the ωB97M-V functional and the def2-TZVPD basis

```
14
C3H8N3, DFT the ωB97M-V functional and the def2-TZVPD basis
C 1.811 -0.827 -0.454
C 1.799 -0.328 0.787
C -1.447 -0.882 -0.216
N -1.416 1.605 0.105
N -1.395 2.742 0.153
N -1.124 0.517 -0.207
H 2.637 -1.223 -1.038
H 0.921 -0.557 -0.955
H 1.059 0.221 1.261
H 2.698 -0.324 1.392
H -1.901 -1.063 -1.192
H -2.143 -1.128 0.484
H -0.473 -1.382 -0.197
H -1.003 3.528 0.583
```

Calculated values
- Molar mass: 86.12 g mol⁻¹
- Orbital gap: 8.4 eV
- Net charge: +1

Atom charges from the natural (NBO) analysis, given in e for atoms 1 to 2: -0.38, -0.37


run P comes first in stability; the runner-up is 209.4 kJ/mol higher.


Run P
C3H8N3 | the ωB97M-V functional and the def2-TZVPD basis

```
14
C3H8N3, DFT the ωB97M-V functional and the def2-TZVPD basis
N -0.329 -1.487 -0.197
C 0.811 -0.798 -0.002
N 1.108 0.362 -0.732
C 0.778 0.712 0.574
C -0.616 0.872 0.765
N -1.329 0.878 -0.319
H -1.051 -1.181 -0.935
H -0.367 -2.411 0.087
H 1.601 -1.398 0.435
H 2.021 0.684 -1.104
H 1.623 1.044 1.254
H -1.147 0.715 1.706
H -2.361 0.951 -0.366
H -0.743 1.058 -1.167
```

Calculated values
- Molar mass: 86.12 g mol⁻¹
- Orbital gap: 9.2 eV
- SMILES: N[C@H]1N[C@H]1C=[NH2+]
- Net charge: +1

Atom charges from the natural (NBO) analysis, given in e for atoms 1 to 2: -0.82, 0.21


Run Q
C3H8N3 | the ωB97M-V functional and the def2-TZVPD basis

```
14
C3H8N3, DFT the ωB97M-V functional and the def2-TZVPD basis
C 1.802 -0.059 -0.132
C 1.121 1.176 0.150
C -2.330 0.129 -0.039
N -0.355 -1.228 0.046
N 0.897 -1.296 0.044
N -0.962 -0.178 0.052
H 2.172 -0.109 -1.161
H 2.604 -0.252 0.584
H 0.940 1.483 1.167
H 0.853 1.855 -0.638
H -2.877 -0.610 -0.631
H -2.442 1.111 -0.504
H -2.771 0.180 0.963
H 1.348 -2.200 0.099
```

Calculated values
- Molar mass: 86.12 g mol⁻¹
- Orbital gap (spin up / spin down): 8.4 / 8.5 eV
- Net charge: +1

Atom charges from the natural (NBO) analysis, given in e for atoms 1 to 2: -0.40, -0.05


run P comes first in stability; the runner-up is 211.3 kJ/mol higher.


Run P
CH3NO4 | the ωB97M-V functional and the def2-TZVPD basis

```
9
CH3NO4, DFT the ωB97M-V functional and the def2-TZVPD basis
O 1.094 0.846 -0.018
N 1.580 -0.282 -0.025
O 2.439 -0.641 0.727
O 1.058 -1.156 -0.837
H 0.035 -0.835 -1.089
C -1.576 0.574 0.238
O -1.538 -0.401 -0.472
H -0.621 0.941 0.696
H -2.472 0.954 0.780
```

Calculated values
- Molar mass: 93.04 g mol⁻¹
- Orbital gap: 10.8 eV
- SMILES: O=[N+]([O-])O.C=O

Atom charges from the natural (NBO) analysis, given in e for atoms 1 to 2: -0.46, 0.73


Run Q
CH3NO4 | the ωB97M-V functional and the def2-TZVPD basis

```
9
CH3NO4, DFT the ωB97M-V functional and the def2-TZVPD basis
C -0.002 0.042 -0.386
N -1.818 -0.079 -0.051
O -2.337 0.898 0.409
O -2.372 -1.068 -0.382
O 0.548 -0.897 0.333
O 0.305 1.341 -0.123
H -0.122 -0.180 -1.549
H 0.402 -1.754 0.005
H -0.116 1.749 0.768
```

Calculated values
- Molar mass: 93.04 g mol⁻¹
- Orbital gap: 10.3 eV

Atom charges from the natural (NBO) analysis, given in e for atoms 1 to 2: 0.51, 0.46


run Q comes first in stability; the runner-up is 132.4 kJ/mol higher.


Run P
C20H22N4O3 | the ωB97M-V functional and the def2-TZVPD basis

```
49
C20H22N4O3, DFT the ωB97M-V functional and the def2-TZVPD basis
C -8.096 -0.209 -1.925
C -7.680 -1.435 -1.149
C -6.874 -0.990 0.084
C -5.559 -0.642 -0.222
C -4.805 -0.544 0.940
N -3.526 -0.009 0.859
C -3.377 1.309 0.799
O -4.206 2.262 0.604
N -2.056 1.856 0.251
C -0.893 0.938 0.214
C 0.286 1.654 -0.051
C 1.298 0.666 -0.299
C 1.219 -0.981 -0.117
C -0.044 -1.181 0.327
C -1.151 -0.404 0.269
C -2.556 -0.926 0.824
O -2.708 -2.231 0.903
H -0.291 -2.373 0.527
H 2.128 -1.385 -0.117
C 2.720 1.200 -0.379
O 3.025 2.255 -0.200
N 3.425 0.475 -1.112
H 3.255 -0.441 -1.459
C 4.851 0.790 -1.391
C 5.853 0.129 -0.923
N 6.117 -1.293 -1.019
C 6.829 -2.245 -0.254
C 7.504 -1.419 0.844
C 7.191 -0.290 1.339
C 6.482 0.493 0.509
H 6.272 1.677 0.630
H 7.718 0.135 1.976
H 8.133 -2.186 1.482
H 6.908 -3.217 -0.591
H 5.087 0.448 -2.610
H 5.054 2.014 -1.343
H 0.555 2.518 -0.368
H -1.866 2.846 0.496
H -4.771 -1.245 1.686
H -5.430 0.539 1.781
H -5.016 -1.444 -0.628
H -5.781 0.393 -0.526
H -7.075 -2.010 0.776
H -7.606 -0.443 0.697
H -8.879 -1.829 -0.911
H -7.123 -2.223 -1.748
H -8.578 0.441 -1.382
H -7.106 0.080 -2.378
H -8.760 -0.401 -2.945
```

Calculated values
- Molar mass: 366.42 g mol⁻¹
- Orbital gap: 8.4 eV

Atom charges from the natural (NBO) analysis, given in e for atoms 1 to 2: -0.60, -0.37


Run Q
C20H22N4O3 | the ωB97M-V functional and the def2-TZVPD basis

```
49
C20H22N4O3, DFT the ωB97M-V functional and the def2-TZVPD basis
C -9.371 -0.849 0.730
O -8.299 -1.393 -0.003
C -7.094 -0.768 0.043
C -6.816 0.382 0.777
C -5.546 0.927 0.742
C -4.526 0.339 0.003
C -3.189 1.003 0.016
O -3.075 2.202 0.179
N -2.149 0.136 -0.145
C -0.772 0.390 -0.201
C -0.259 1.696 -0.176
C 1.097 1.935 -0.241
C 1.941 0.840 -0.331
C 1.436 -0.480 -0.360
C 0.070 -0.710 -0.294
N 2.482 -1.361 -0.458
C 3.560 -0.627 -0.490
C 4.936 -1.182 -0.566
C 5.587 -1.212 0.830
N 7.021 -1.377 0.753
C 7.824 -0.325 0.465
C 9.289 -0.681 0.351
O 7.389 0.800 0.329
N 3.308 0.715 -0.406
C 4.234 1.814 -0.440
C -4.814 -0.803 -0.743
C -6.080 -1.346 -0.724
H -10.219 -1.504 0.539
H -9.158 -0.837 1.804
H -9.613 0.164 0.394
H -7.577 0.862 1.370
H -5.325 1.825 1.298
H -2.384 -0.845 -0.191
H -0.949 2.519 -0.103
H 1.477 2.944 -0.224
H -0.316 -1.718 -0.316
H 4.878 -2.191 -0.974
H 5.549 -0.565 -1.225
H 5.161 -2.018 1.428
H 5.403 -0.261 1.337
H 7.397 -2.310 0.740
H 9.446 -1.338 -0.502
H 9.869 0.226 0.213
H 9.624 -1.191 1.251
H 3.955 2.543 0.322
H 5.251 1.479 -0.245
H 4.204 2.306 -1.417
H -4.063 -1.258 -1.373
H -6.317 -2.225 -1.304
```

Calculated values
- Molar mass: 366.42 g mol⁻¹
- Orbital gap: 8.4 eV
- SMILES: COc1ccc(C(=O)Nc2ccc3c(c2)nc(CCNC(C)=O)n3C)cc1

Atom charges from the natural (NBO) analysis, given in e for atoms 1 to 2: -0.25, -0.49


run Q comes first in stability; the runner-up is 1769.2 kJ/mol higher.